Here is 13 unconnected molecules or ions with the total composition C7H39NO12 in a non-equilibrium geometry from the OMol25 dataset. Energies are from ωB97M-V/def2-TZVPD.

## Properties
⟨S²⟩	0.75
LUMO level (spin up / spin down)	-2.347 / -8.072	eV
HOMO level (spin up / spin down)	-0.4857 / -0.4856	hartree
strongest force on any atom	5.26	eV/Å
Kohn-Sham gap (spin up / spin down)	10.87 / 5.14	eV
ΔE to the lowest compared entry with this formula, charge and spin	13.44	kcal per mole
spin multiplicity	2
net charge	+1

```
59
C7H39NO12 | the OMol25 dataset | ωB97M-V/def2-TZVPD
O 0.38 -3.52 2.03
O -0.31 -1.32 3.42
O -1.40 0.91 -2.58
O 2.64 0.06 -2.31
O -3.83 1.77 -1.86
O 2.19 -1.17 2.41
O 3.24 1.48 1.79
O -3.42 0.09 0.18
O -2.53 -0.01 2.68
O 0.49 0.32 -4.37
O 0.80 2.47 -2.81
O 3.51 -0.61 0.13
N -0.92 -1.55 -0.85
C -0.01 1.89 1.78
C 0.39 3.11 2.18
C -0.10 -2.08 -1.97
C 0.50 0.42 -0.16
C -0.06 -0.98 0.23
C -1.76 -2.62 -0.30
C -0.35 1.58 0.35
H -3.80 2.77 -1.77
H -1.10 -3.46 0.22
H -0.48 -1.41 4.35
H -0.72 -2.30 -2.84
H 3.93 2.09 2.10
H 1.14 -0.01 -3.77
H -1.42 1.34 0.26
H -0.09 2.04 -2.56
H 3.01 -1.12 0.73
H 1.27 -3.24 1.90
H 0.59 0.45 -1.25
H -2.77 0.83 3.06
H 0.76 -1.68 0.40
H -3.78 0.81 -0.45
H 2.54 -0.35 2.58
H -1.38 0.12 -1.96
H -1.09 -0.87 3.10
H -2.80 -0.41 -0.36
H 2.46 2.02 1.65
H -0.68 -0.81 1.18
H -2.98 1.50 -2.20
H 0.72 1.29 -4.47
H -0.14 1.04 2.51
H 3.44 -0.12 -2.80
H 3.65 0.20 0.62
H -2.35 -3.08 -1.14
H -0.98 0.56 -3.40
H 2.85 -0.19 -1.35
H 0.61 -1.32 -2.30
H 1.29 -1.15 2.72
H -2.41 -2.21 0.48
H 1.55 0.51 0.26
H 0.47 3.96 1.55
H -0.01 -2.86 2.51
H 0.57 3.36 3.20
H -0.29 2.47 -0.35
H 1.44 1.94 -2.40
H -2.88 0.04 1.79
H 0.44 -3.01 -1.75
```

Here is a molecular structure, C46H48AsN3Ti in a non-equilibrium geometry from the OMol25 dataset. Energies are from ωB97M-V/def2-TZVPD.

## Properties
⟨S²⟩	1.20
LUMO level (spin up / spin down)	2.417 / 2.428	eV
HOMO level (spin up / spin down)	-0.1127 / -0.1127	hartree
strongest force on any atom	5.21	eV/Å
Kohn-Sham gap (spin up / spin down)	5.48 / 5.50	eV
spin multiplicity	2
net charge	-1

```
99
C46H48AsN3Ti | the OMol25 dataset | ωB97M-V/def2-TZVPD
As -2.66 -0.41 2.59
Ti 0.19 -0.19 0.93
N -1.01 -2.56 -2.08
N -0.64 -1.19 -3.77
N 0.26 -3.57 3.86
C -0.12 1.98 0.72
C 1.75 -0.23 -5.36
C -1.17 3.57 -6.73
C -0.54 -4.60 4.13
C 2.70 0.27 -1.13
C -5.99 2.70 4.06
C -3.85 -1.98 2.36
C 0.01 -2.40 -4.11
C -3.67 2.13 3.61
C -0.95 2.38 -5.85
C -5.71 -4.03 1.95
C -5.45 0.60 2.96
C 0.71 1.57 1.83
C -1.46 -5.10 3.19
C -0.49 -1.35 6.09
C 2.81 0.14 2.01
C -5.30 -3.24 0.88
C 1.12 -1.88 2.39
C -2.61 0.53 -2.96
C 0.33 2.26 -1.81
C -1.40 -1.22 7.15
C -1.53 -4.53 1.93
C -4.62 3.02 4.11
C -0.62 -3.54 1.60
C -4.21 -2.82 3.42
C 0.51 1.57 -0.51
C -1.29 2.92 0.81
C -6.40 1.50 3.47
C 0.19 1.59 -6.03
C -2.71 -0.80 6.90
C -1.30 -1.39 -2.58
C -0.89 -1.01 4.80
C 0.39 1.71 3.26
C -2.22 -0.68 4.52
C 1.70 0.81 -0.17
C 0.43 0.44 -5.26
C -0.26 -3.26 -3.08
C -0.61 0.05 -4.40
C -1.70 0.89 -4.09
C 1.92 0.93 1.28
C -3.12 -0.55 5.58
C -5.16 -3.83 3.22
C -4.35 -2.23 1.07
C -4.08 0.90 3.06
C -1.88 2.04 -4.86
C 0.25 -3.05 2.62
H -6.46 -4.81 1.80
H 2.38 0.36 -6.04
H 0.79 2.63 3.71
H 2.32 0.26 -2.16
H -1.07 3.81 1.43
H 2.29 -0.28 -4.40
H 0.81 0.88 3.84
H 1.75 -2.04 1.49
H -5.71 -3.40 -0.12
H 0.72 1.68 -2.65
H -3.41 -0.68 7.72
H -0.21 3.98 -7.07
H -0.61 -3.05 0.62
H -3.48 1.20 -3.00
H -2.76 2.68 -4.70
H -5.78 -0.33 2.50
H 0.86 3.24 -1.84
H -1.60 3.28 -0.18
H 3.62 0.88 -1.12
H -1.07 -1.45 8.17
H 1.70 -1.24 -5.78
H 0.55 -2.56 -5.04
H -2.61 2.37 3.68
H -0.70 1.73 3.45
H -4.01 -1.62 0.23
H -7.46 1.25 3.42
H -1.72 4.35 -6.20
H -0.72 2.47 -2.04
H -0.46 -5.09 5.12
H -2.12 0.68 -1.98
H -2.09 -5.94 3.48
H -0.02 -4.31 -2.99
H -5.46 -4.45 4.06
H -1.74 3.28 -7.62
H 1.75 -1.63 3.27
H -4.30 3.96 4.56
H -4.16 -0.25 5.39
H 2.99 -0.76 -0.89
H 3.65 -0.31 1.45
H -0.17 -1.05 3.99
H -2.27 -4.85 1.20
H -2.16 2.42 1.27
H -6.72 3.39 4.47
H -3.76 -2.70 4.40
H -2.99 -0.51 -2.98
H 2.92 0.39 3.06
H 0.52 -1.72 6.24
H 0.93 1.88 -6.78
```

Here is a molecular structure, C5H10O2 from the OMol25 dataset. Energies are from ωB97M-V/def2-TZVPD.

## Properties
LUMO level (spin up / spin down)	0.213 / 0.212	eV
HOMO level (spin up / spin down)	-0.2817 / -0.2818	hartree
strongest force on any atom	0.49	eV/Å
Kohn-Sham gap (spin up / spin down)	7.88 / 7.88	eV
ΔE to the lowest compared entry with this formula, charge and spin	154.26	kcal per mole
net charge	0

```
17
C5H10O2 | the OMol25 dataset | ωB97M-V/def2-TZVPD
O 2.70 0.84 -1.16
O -0.59 -0.84 -1.02
C 1.91 -0.03 -0.37
C 0.91 0.69 0.45
C -0.07 0.01 1.29
C -0.66 0.19 -0.11
C -2.22 -0.67 -0.07
H -1.06 1.16 -0.41
H 1.01 1.77 0.53
H -2.11 -1.68 0.30
H 2.59 -0.64 0.24
H 0.10 -1.05 1.52
H 1.32 -0.74 -1.00
H 2.18 1.07 -1.93
H -2.71 -0.02 0.68
H -0.56 0.57 2.08
H -2.75 -0.62 -1.02
```

Here is a single C4H4N2 molecule in a non-equilibrium geometry from the OMol25 dataset. Energies are from ωB97M-V/def2-TZVPD.

## Properties
LUMO level	0.658	eV
HOMO level	-0.3844	hartree
strongest force on any atom	1.68	eV/Å
Kohn-Sham gap	11.12	eV
ΔE to the lowest compared entry with this formula, charge and spin	78.04	kcal per mole
net charge	0

```
10
C4H4N2 | the OMol25 dataset | ωB97M-V/def2-TZVPD
N -1.01 -1.09 -0.07
N -0.95 1.35 -0.05
C -0.89 1.87 -1.11
C 2.26 -0.01 0.05
C -0.39 0.08 0.47
C 1.07 0.05 0.22
H -2.01 -1.09 0.10
H -0.57 0.11 1.55
H 3.32 -0.05 -0.09
H -0.83 -1.20 -1.06
```

Here is a gas-phase ion, C10H16N2O4P (charge +1) in a non-equilibrium geometry from the OMol25 dataset. Energies are from ωB97M-V/def2-TZVPD.

## Properties
LUMO level	-4.936	eV
HOMO level	-0.4621	hartree
strongest force on any atom	5.72	eV/Å
Kohn-Sham gap	7.64	eV
ΔE to the lowest compared entry with this formula, charge and spin	122.41	kcal per mole
structure (SMILES)	CC(=O)OCCCc1ccc(O)c[n+]1P(N)O
net charge	+1

```
33
C10H16N2O4P | the OMol25 dataset | ωB97M-V/def2-TZVPD
P 2.36 1.12 1.25
O 2.92 2.03 -0.06
O -1.39 1.19 -0.28
O -2.90 1.12 -2.13
O 0.63 -3.46 3.16
N 1.61 -0.44 0.84
N 0.97 2.08 1.86
C -2.66 1.06 -0.90
C 1.45 -0.11 -1.77
C -3.93 0.75 0.06
C -0.40 1.80 -1.15
C 0.76 -2.70 1.97
C 0.50 -2.34 -0.63
C 0.25 -3.26 0.59
C 1.21 -0.94 -0.44
C 0.21 0.81 -2.24
C 1.39 -1.29 2.02
H 0.46 2.32 -0.60
H -0.94 2.65 -1.72
H -0.62 0.07 -2.58
H 3.02 2.99 0.15
H -4.91 0.93 -0.54
H -3.88 -0.38 0.29
H 1.26 2.40 2.79
H -0.25 -4.27 0.44
H 0.18 -2.65 -1.69
H 0.53 1.43 -3.14
H -3.86 1.40 0.99
H 2.47 0.40 -1.86
H 1.73 -0.95 3.07
H 1.51 -0.91 -2.61
H 0.16 -4.31 2.98
H 0.15 1.45 1.91
```

Here is 3 unconnected molecules or ions with the total composition C32H62BN6O10P2S from the OMol25 dataset. Energies are from ωB97M-V/def2-TZVPD.

## Properties
LUMO level	-3.290	eV
HOMO level	-0.3430	hartree
strongest force on any atom	0.85	eV/Å
Kohn-Sham gap	6.04	eV
net charge	+1

```
114
C32H62BN6O10P2S | the OMol25 dataset | ωB97M-V/def2-TZVPD
S 2.72 1.26 -2.03
P 6.81 0.86 -0.28
P 2.00 1.05 -0.23
O -5.34 0.89 0.75
O 2.35 -2.54 -0.24
O 7.47 1.47 0.88
O 7.29 -0.58 -0.71
O 6.88 1.61 -1.66
O 6.57 -1.15 2.36
O -4.99 2.49 -0.70
O -1.85 2.86 -4.08
O 4.75 -4.29 -1.16
O -1.21 0.86 -4.72
N 5.12 0.67 0.03
N 4.77 -1.59 0.00
N 5.27 -0.18 4.30
N 4.31 -0.46 1.98
N -4.12 -4.58 2.68
N 4.49 -2.82 0.62
C 2.54 -3.80 1.80
C -3.44 -2.89 -0.39
C 1.11 2.94 2.19
C -5.74 1.92 0.26
C -3.69 -5.33 3.74
C -2.85 -3.84 0.66
C -1.54 2.76 -0.17
C 4.75 -0.47 0.67
C -2.96 -1.45 -0.22
C -5.40 3.63 -1.46
C 2.60 2.93 1.80
C 6.54 -4.26 0.44
C -5.10 4.93 -0.73
C -4.11 -4.73 4.89
C 0.27 -0.07 -6.43
C -1.21 3.36 1.22
C -2.04 1.31 -0.09
C -7.00 2.59 0.74
C -1.71 2.58 -6.43
C 5.23 -3.86 -0.15
C 3.12 1.61 1.16
C -4.82 -3.56 4.51
C -3.84 -4.85 1.28
C 4.51 1.90 0.61
C 3.25 0.55 2.27
C -2.35 0.76 -1.47
C -4.81 -3.50 3.14
C 0.23 3.88 1.35
C -1.62 2.12 -4.99
C -3.04 -0.62 -1.50
C -1.07 -0.14 -5.73
C 3.02 -3.03 0.62
B 5.43 -0.59 2.92
H 5.13 2.29 1.42
H -1.25 0.72 0.39
H -1.38 2.59 1.98
H 2.22 -3.07 2.55
H 1.08 -0.14 -5.70
H 0.37 -0.88 -7.14
H -1.93 4.16 1.43
H 0.70 1.93 2.16
H 5.45 -0.94 4.95
H -1.99 -4.38 0.25
H 6.44 -5.28 0.83
H 2.82 3.74 1.11
H 6.86 -3.59 1.24
H 6.31 2.39 -1.72
H -1.92 -1.48 0.12
H -1.90 -0.10 -6.43
H -6.76 3.17 1.62
H -2.97 1.48 -2.00
H -5.66 5.00 0.20
H -6.46 3.55 -1.73
H -2.62 -1.22 -2.32
H 3.34 -4.38 2.25
H -4.04 4.99 -0.51
H 4.99 -1.57 -0.99
H 7.37 -0.80 2.77
H -4.53 -2.93 -0.34
H -1.16 -1.08 -5.18
H 7.28 -4.30 -0.36
H -4.09 -0.45 -1.75
H -5.38 5.78 -1.36
H 3.22 3.11 2.69
H -4.83 3.57 -2.38
H -2.92 1.27 0.56
H -0.79 3.10 -6.68
H -0.65 2.77 -0.80
H -2.46 -3.24 1.49
H -5.24 -2.76 2.49
H 0.39 0.87 -6.97
H -3.12 -6.23 3.61
H -2.53 3.29 -6.50
H 1.72 -0.29 0.11
H 0.67 4.06 0.37
H -2.28 3.37 -0.69
H -5.28 -2.85 5.18
H 4.45 2.65 -0.18
H -3.92 -5.07 5.89
H -7.71 1.82 1.01
H -7.47 3.25 0.00
H 1.70 -4.44 1.52
H -4.79 -4.83 0.73
H 3.46 1.02 3.23
H -1.41 0.70 -2.05
H 7.61 -1.08 0.06
H -3.12 -3.23 -1.38
H 2.31 0.01 2.38
H -3.55 -0.95 0.55
H -1.88 1.79 -7.15
H -3.43 -5.86 1.23
H 0.22 4.85 1.85
H 0.78 1.69 -0.03
H 1.04 3.27 3.23
H 5.92 0.56 4.55
```

Here is a molecular structure, C6H5BCl2F10IrNOSb in a non-equilibrium geometry from the OMol25 dataset. Energies are from ωB97M-V/def2-TZVPD.

## Properties
⟨S²⟩	6.06
LUMO level (spin up / spin down)	-4.497 / -7.273	eV
HOMO level (spin up / spin down)	-0.4680 / -0.4916	hartree
strongest force on any atom	1.29	eV/Å
Kohn-Sham gap (spin up / spin down)	8.24 / 6.11	eV
ΔE to the lowest compared entry with this formula, charge and spin	13.31	kcal per mole
spin multiplicity	5
net charge	+1

```
28
C6H5BCl2F10IrNOSb | the OMol25 dataset | ωB97M-V/def2-TZVPD
Ir -0.25 0.22 0.55
Sb -3.69 1.11 0.25
Cl -1.28 -2.40 0.65
Cl -0.61 0.23 5.28
F -2.53 -0.04 -0.78
F 3.81 0.48 1.39
F 1.26 -0.89 0.31
F -5.21 0.21 -0.30
F -1.67 1.62 0.80
F 3.81 0.37 -0.91
F 2.18 1.52 0.17
F -3.42 -0.12 1.67
F -4.17 2.40 1.50
F -3.53 2.36 -1.13
O -0.09 0.73 -1.51
N -0.41 -0.27 2.35
C -2.20 -3.32 4.42
C -1.44 -2.39 2.36
C -2.04 -3.41 3.04
C -1.15 -1.16 4.46
C -1.76 -2.20 5.12
C -0.96 -1.22 3.04
B 3.29 0.77 0.23
H -1.90 -2.13 6.19
H -2.39 -4.28 2.49
H -2.68 -4.13 4.96
H -0.68 1.38 -1.91
H 0.78 0.78 -1.94
```

Here is a single C9H13BrOSi molecule in a non-equilibrium geometry from the OMol25 dataset. Energies are from ωB97M-V/def2-TZVPD.

## Properties
LUMO level	0.730	eV
HOMO level	-0.3190	hartree
strongest force on any atom	2.43	eV/Å
Kohn-Sham gap	9.41	eV
ΔE to the lowest compared entry with this formula, charge and spin	3.31	kcal per mole
structure (SMILES)	C[Si](C)(C)Oc1ccc(Br)cc1
net charge	0

```
25
C9H13BrOSi | the OMol25 dataset | ωB97M-V/def2-TZVPD
Br 3.11 1.78 -4.10
Si -0.95 -0.54 1.16
O -0.25 0.97 0.85
C 2.70 1.66 -1.27
C -0.80 -0.80 2.99
C 0.53 1.07 -0.30
C -0.14 -2.00 0.23
C 1.83 1.54 -0.20
C 0.05 0.65 -1.53
C -2.78 -0.43 0.75
C 2.18 1.31 -2.51
C 0.92 0.71 -2.59
H -3.26 -1.40 0.81
H -1.14 0.03 3.58
H -2.95 -0.09 -0.26
H 0.27 -0.99 3.17
H -0.62 -2.94 0.53
H 2.13 1.91 0.75
H -0.28 -1.98 -0.85
H 0.93 -2.00 0.50
H -1.33 -1.75 3.30
H -0.97 0.27 -1.59
H 3.62 2.27 -1.21
H 0.52 0.48 -3.58
H -3.30 0.27 1.40
```

Here is a molecular structure, C4H16N2NiO10 in a non-equilibrium geometry from the OMol25 dataset. Energies are from ωB97M-V/def2-TZVPD.

## Properties
⟨S²⟩	2.01
LUMO level (spin up / spin down)	-0.855 / -3.581	eV
HOMO level (spin up / spin down)	-0.3328 / -0.3055	hartree
strongest force on any atom	2.94	eV/Å
Kohn-Sham gap (spin up / spin down)	8.20 / 4.73	eV
ΔE to the lowest compared entry with this formula, charge and spin	119.76	kcal per mole
spin multiplicity	3
net charge	0

```
33
C4H16N2NiO10 | the OMol25 dataset | ωB97M-V/def2-TZVPD
Ni 10.09 -27.94 -26.32
O 5.44 -27.17 -27.72
O 6.85 -26.67 -32.04
O 9.21 -26.94 -29.90
O 7.56 -28.17 -29.66
O 8.27 -28.25 -25.19
O 8.60 -30.45 -32.13
O 9.73 -25.82 -26.21
O 10.42 -30.71 -31.03
O 9.97 -28.90 -32.03
O 8.99 -27.98 -28.07
N 8.56 -27.65 -29.20
N 9.66 -30.06 -31.74
C 7.42 -29.35 -25.58
C 5.66 -27.15 -32.68
C 4.44 -28.14 -28.00
C 8.67 -24.90 -26.51
H 6.14 -27.24 -28.38
H 7.93 -27.70 -24.48
H 6.41 -28.94 -25.53
H 7.51 -29.72 -26.60
H 8.44 -25.09 -27.56
H 7.64 -30.12 -24.84
H 7.06 -27.21 -31.28
H 4.93 -29.09 -28.22
H 4.98 -26.30 -32.75
H 3.82 -27.92 -28.86
H 5.20 -27.95 -32.10
H 3.91 -28.24 -27.05
H 8.98 -23.86 -26.42
H 7.78 -25.19 -25.95
H 5.82 -27.37 -33.73
H 10.49 -25.22 -26.17
```

Here is a molecular structure, C20H36IrNOSeSi2Te in a non-equilibrium geometry from the OMol25 dataset. Energies are from ωB97M-V/def2-TZVPD.

## Properties
⟨S²⟩	1.14
LUMO level (spin up / spin down)	-13.353 / -13.294	eV
HOMO level (spin up / spin down)	-0.6358 / -0.6564	hartree
strongest force on any atom	2.51	eV/Å
Kohn-Sham gap (spin up / spin down)	3.95 / 4.57	eV
ΔE to the lowest compared entry with this formula, charge and spin	11.41	kcal per mole
spin multiplicity	2
net charge	+3

```
63
C20H36IrNOSeSi2Te | the OMol25 dataset | ωB97M-V/def2-TZVPD
Ir -1.05 2.14 -1.13
Te 2.27 -0.92 1.26
Se 0.89 2.21 1.19
Si 0.26 -1.29 3.96
Si 3.60 -3.60 -0.54
O 0.55 -0.45 -0.92
N 1.43 3.21 3.92
C 5.29 -4.53 -0.48
C -0.06 0.52 -1.11
C -0.57 -2.79 4.85
C -1.32 4.53 -1.56
C -1.76 3.08 -3.49
C -3.17 2.92 -1.52
C -0.99 4.05 -2.86
C -2.86 2.48 -2.84
C 3.72 -2.49 -2.10
C 1.88 -0.83 4.86
C 1.22 2.84 2.86
C -0.61 5.70 -0.98
C -2.42 3.94 -0.91
C 3.66 -2.53 1.12
C 0.66 -1.97 2.16
C -4.71 2.12 -4.44
C -1.06 0.07 3.78
C 2.03 -4.65 -0.47
C -4.33 0.44 -2.59
C -3.68 1.43 -3.54
H 3.50 -3.18 1.97
H 0.37 5.42 -0.61
H 3.82 -3.12 -2.99
H -0.45 6.45 -1.75
H 0.08 -3.66 4.83
H -1.17 6.14 -0.16
H 1.12 -4.05 -0.53
H -1.80 -0.02 4.57
H -2.78 4.36 0.02
H -5.41 2.71 -3.85
H 6.13 -3.85 -0.58
H 2.39 -0.01 4.36
H -0.76 -2.51 5.88
H -5.19 0.88 -2.08
H -0.19 4.53 -3.40
H -0.23 -1.87 1.54
H 4.57 -1.82 -2.08
H -3.61 0.08 -1.85
H -0.62 1.06 3.88
H -4.70 -0.42 -3.15
H 1.98 -5.25 0.43
H 1.66 -0.51 5.87
H -1.51 -3.03 4.37
H -1.54 2.80 -4.52
H 4.64 -2.07 1.20
H 2.81 -1.90 -2.22
H -1.59 0.02 2.83
H -4.08 2.58 -1.04
H -3.00 0.87 -4.20
H -5.27 1.35 -4.97
H 0.93 -3.02 2.20
H 2.57 -1.67 4.94
H 5.38 -5.09 0.44
H -4.24 2.76 -5.18
H 5.31 -5.23 -1.32
H 2.02 -5.34 -1.31
```

Here is 2 unconnected molecules or ions with the total composition C3H2N2O2 in a non-equilibrium geometry from the OMol25 dataset. Energies are from ωB97M-V/def2-TZVPD.

## Properties
LUMO level	0.740	eV
HOMO level	-0.3104	hartree
strongest force on any atom	4.28	eV/Å
Kohn-Sham gap	9.19	eV
ΔE to the lowest compared entry with this formula, charge and spin	49.77	kcal per mole
net charge	0

```
9
C3H2N2O2 | the OMol25 dataset | ωB97M-V/def2-TZVPD
O 3.55 2.69 0.70
O 3.52 -2.61 -0.69
N 2.25 0.93 -0.14
N 0.55 -0.51 0.07
C 1.26 0.22 -0.71
C 3.81 -1.82 0.02
C 2.83 1.86 0.31
H 0.00 -1.03 -0.48
H 0.46 -0.47 1.04
```